Record 1
Formula: C39H111F6N9O12P
Source: the OMol25 dataset
Level of theory: ωB97M-V with the def2-TZVPD basis set

Each line ends with the Löwdin charge.
Positions of all 178 atoms, in Å:
P1 0.389 -0.135 0.900  0.70
F1 1.491 -0.500 2.041  -0.11
F2 1.452 -0.641 -0.293  -0.12
F3 -0.260 -1.645 1.106  -0.17
F4 -0.756 0.283 -0.216  -0.40
F5 -0.605 0.480 2.038  -0.21
F6 1.067 1.352 0.836  -0.27
C1 -0.995 -0.992 -1.600  -0.07
C2 -1.599 -1.550 -2.892  -0.21
C3 -2.858 -0.753 -3.322  -0.14
O1 -2.451 0.583 -3.625  -0.19
C4 -3.535 1.415 -3.850  -0.15
N1 -0.523 -1.331 -3.939  0.05
H1 -1.813 -0.704 -0.940  0.06
H2 -0.339 -0.147 -1.810  0.07
H3 -0.386 -1.698 -1.035  0.10
H4 -1.803 -2.614 -2.776  0.14
H5 -3.534 -0.705 -2.469  0.03
H6 -3.348 -1.216 -4.178  0.14
H7 -4.327 1.438 -3.101  0.11
H8 -4.122 1.108 -4.715  0.11
H9 -3.066 2.385 -4.015  0.06
H10 -0.381 -0.351 -4.139  0.07
H11 -0.823 -1.829 -4.765  0.15
C5 1.889 -2.324 6.727  -0.05
C6 2.258 -1.225 5.643  -0.39
C7 1.021 -0.349 5.301  -0.20
O2 1.297 0.514 4.235  -0.17
C8 0.119 0.998 3.605  -0.17
N2 3.410 -0.429 6.047  0.04
H12 0.822 -2.478 6.569  0.05
H13 2.022 -1.937 7.737  0.06
H14 2.493 -3.203 6.503  0.07
H15 2.556 -1.654 4.686  0.13
H16 0.720 0.350 6.081  0.12
H17 0.155 -0.981 5.107  0.10
H18 0.299 1.690 2.783  0.00
H19 -0.507 1.512 4.335  0.11
H20 -0.472 0.164 3.228  0.05
H21 4.099 -1.155 6.180  0.06
H22 3.223 -0.088 6.980  0.06
C9 -4.458 4.561 -0.927  -0.07
C10 -3.485 4.795 -2.016  -0.45
C11 -2.610 3.570 -2.385  -0.20
O3 -2.060 3.009 -1.200  -0.14
C12 -1.532 1.666 -1.315  -0.05
N3 -4.252 5.221 -3.118  0.02
H23 -4.954 5.488 -0.637  0.09
H24 -3.904 4.030 -0.154  0.06
H25 -5.271 3.886 -1.197  0.08
H26 -2.829 5.625 -1.755  0.14
H27 -1.947 4.008 -3.131  0.09
H28 -3.237 2.796 -2.828  0.04
H29 -0.818 1.568 -2.133  0.10
H30 -2.369 0.976 -1.425  0.12
H31 -0.974 1.349 -0.434  -0.04
H32 -4.962 5.876 -2.823  0.07
H33 -4.865 4.468 -3.396  0.07
C13 -2.028 4.024 2.995  -0.04
C14 -1.601 2.634 2.527  -0.35
C15 -2.622 2.058 1.521  -0.17
O4 -3.919 1.897 2.127  -0.13
C16 -4.873 1.542 1.140  -0.08
N4 -0.215 2.763 2.006  0.04
H34 -2.086 4.711 2.151  0.07
H35 -1.372 4.443 3.758  0.08
H36 -3.053 3.979 3.363  0.07
H37 -1.555 2.067 3.457  0.10
H38 -2.231 1.146 1.071  0.05
H39 -2.517 2.727 0.667  0.10
H40 -4.454 0.662 0.652  0.04
H41 -5.025 2.428 0.523  0.07
H42 -5.878 1.264 1.455  0.09
H43 -0.264 3.394 1.219  0.11
H44 -0.083 1.854 1.585  0.01
C17 -5.471 -3.036 0.235  -0.06
C18 -5.340 -1.632 -0.177  -0.46
C19 -4.104 -1.290 -1.000  -0.18
O5 -2.888 -1.677 -0.357  -0.25
C20 -2.426 -0.694 0.562  -0.12
N5 -6.558 -1.171 -0.802  0.06
H45 -4.620 -3.402 0.808  0.07
H46 -5.545 -3.734 -0.599  0.09
H47 -6.403 -3.338 0.713  0.08
H48 -5.288 -1.023 0.726  0.11
H49 -4.149 -0.222 -1.215  0.12
H50 -4.279 -1.769 -1.963  0.13
H51 -1.480 -0.996 1.011  0.05
H52 -3.170 -0.750 1.357  0.15
H53 -2.311 0.334 0.221  0.06
H54 -6.515 -1.537 -1.742  0.07
H55 -7.310 -1.628 -0.307  0.07
C21 -0.632 3.021 -4.391  -0.05
C22 0.641 2.273 -4.888  -0.34
C23 1.090 1.171 -3.883  -0.18
O6 1.395 1.783 -2.651  -0.09
C24 1.166 0.991 -1.488  -0.19
N6 0.289 1.676 -6.211  0.02
H56 -0.499 3.306 -3.348  0.07
H57 -1.497 2.365 -4.491  0.06
H58 -0.795 3.945 -4.947  0.09
H59 1.526 2.891 -5.039  0.13
H60 1.829 0.433 -4.194  0.14
H61 0.238 0.516 -3.696  0.06
H62 1.462 -0.047 -1.633  0.04
H63 0.099 0.961 -1.265  0.03
H64 1.671 1.494 -0.663  0.05
H65 0.196 2.420 -6.887  0.06
H66 1.048 1.103 -6.552  0.06
C25 2.940 2.158 0.382  -0.07
C26 3.412 1.671 1.755  -0.32
C27 3.891 2.801 2.595  -0.21
O7 4.337 2.476 3.907  -0.15
C28 4.880 3.685 4.611  -0.08
N7 2.256 1.129 2.421  0.00
H67 3.730 2.723 -0.112  0.10
H68 2.047 2.782 0.358  0.12
H69 2.762 1.325 -0.299  0.02
H70 4.144 0.871 1.643  0.12
H71 3.048 3.441 2.855  0.13
H72 4.532 3.416 1.963  0.11
H73 4.409 4.646 4.404  0.07
H74 5.953 3.863 4.538  0.06
H75 4.861 3.428 5.670  0.07
H76 1.875 0.679 1.600  -0.05
H77 1.530 1.824 2.520  0.07
C29 3.976 0.074 -1.274  -0.06
C30 4.039 -1.136 -0.361  -0.32
C31 5.402 -1.321 0.269  -0.22
O8 5.414 -2.496 0.999  -0.15
C32 6.749 -2.819 1.394  -0.11
N8 3.088 -1.012 0.742  0.02
H78 4.588 -0.057 -2.166  0.09
H79 4.371 0.957 -0.772  0.08
H80 2.954 0.118 -1.653  0.04
H81 3.821 -1.992 -1.001  0.12
H82 5.628 -0.477 0.919  0.13
H83 6.115 -1.454 -0.545  0.12
H84 6.750 -3.720 2.008  0.08
H85 7.225 -2.016 1.957  0.08
H86 7.377 -3.055 0.535  0.07
H87 3.417 -0.265 1.336  0.06
H88 2.164 -0.791 0.401  -0.21
C33 1.627 -1.683 -2.367  -0.08
C34 1.374 -2.971 -3.077  -0.31
C35 1.953 -4.175 -2.295  -0.15
O9 3.350 -4.037 -1.931  -0.18
C36 4.195 -4.126 -3.044  -0.14
N9 -0.076 -3.113 -3.122  0.01
H89 2.674 -1.378 -2.385  0.09
H90 1.399 -1.747 -1.303  0.07
H91 0.963 -0.897 -2.728  0.05
H92 1.776 -2.790 -4.074  0.14
H93 1.906 -5.031 -2.969  0.11
H94 1.424 -4.411 -1.371  0.09
H95 4.056 -3.363 -3.809  0.08
H96 4.037 -5.039 -3.618  0.08
H97 5.248 -4.155 -2.762  0.09
H98 -0.493 -3.137 -2.202  0.05
H99 -0.501 -2.290 -3.524  -0.25
C37 -1.823 -3.519 0.433  -0.16
O10 -1.440 -4.819 0.827  -0.09
H100 -2.318 -3.641 -0.530  0.11
H101 -2.551 -3.178 1.169  0.10
H102 -0.983 -2.829 0.353  0.05
H103 -2.221 -5.357 0.973  0.08
C38 1.175 -3.499 0.526  -0.13
O11 1.991 -2.542 1.161  -0.13
H104 0.132 -3.442 0.836  0.01
H105 1.148 -3.222 -0.528  0.05
H106 1.568 -4.500 0.705  0.13
H107 1.510 -1.711 1.139  0.00
C39 0.128 -2.921 3.227  -0.11
O12 -0.727 -1.838 3.023  -0.11
H108 -0.060 -3.731 2.522  0.07
H109 1.145 -2.537 3.151  0.09
H110 -0.133 -3.214 4.244  0.09
H111 -0.487 -1.471 2.169  -0.17

Forces on atoms 1 to 3 (eV/Å):
-0.68 1.90 1.24
-8.35 -7.79 -0.48
-13.34 1.69 -0.90

The molar mass is 1043.33 g/mol. The HOMO-LUMO gap comes out at 0.2047 Ha. As for the net charge: -1. The HOMO energy is -3.5 eV. The calculated total energy is -105753.07934 eV. The energy relative to the best compared isomer or geometry (same formula, charge and spin) comes out at 5793.1 kJ/mol.

Record 2
Formula: C4H7FS
Source: the OMol25 dataset
Level of theory: ωB97M-V with the def2-TZVPD basis set

Each line ends with the Löwdin charge.
Positions of all 13 atoms, in Å:
C1 0.943 -0.495 -1.121  -0.06
C2 -0.445 -0.001 -0.874  -0.36
F1 -0.692 1.079 -1.826  -0.08
C3 -0.571 0.612 0.502  -0.24
C4 -0.255 -0.111 1.766  -0.64
S1 1.149 -0.648 2.378  0.70
H1 1.019 -1.092 -2.046  0.09
H2 1.572 0.367 -1.224  0.08
H3 1.153 -1.163 -0.184  0.07
H4 -1.253 -0.763 -1.018  0.16
H5 0.053 1.504 0.550  0.12
H6 -1.586 1.053 0.688  0.13
H7 -1.085 -0.341 2.409  0.03

Forces on atoms 1 to 3 (eV/Å):
-0.51 -2.11 0.96
-0.71 0.41 -0.81
-0.10 -1.22 1.10

The molar mass is 106.16 g/mol. The HOMO-LUMO gap comes out at 0.3089 Ha. As for the net charge: 0. The HOMO energy is -9.0 eV. The calculated total energy is -17813.04096 eV. As for the SMILES: C[C@H](F)CC=S. The energy relative to the best compared isomer or geometry (same formula, charge and spin) comes out at 125.5 kJ/mol.

Record 3
Formula: C24H19IrN5O3
Source: the OMol25 dataset
Level of theory: ωB97M-V with the def2-TZVPD basis set

Each line ends with the Löwdin charge.
Positions of all 52 atoms, in Å:
Ir1 0.222 0.301 -0.101  1.39
O1 -3.566 2.690 -1.042  0.16
C1 -2.558 2.038 -1.074  -0.37
N1 -1.615 1.920 -0.032  0.09
C2 -1.638 2.684 1.049  -0.19
C3 -2.369 3.888 1.224  0.11
C4 -2.266 4.613 2.419  0.01
C5 -1.466 4.164 3.440  0.03
C6 -0.731 2.957 3.309  0.09
C7 -0.817 2.201 2.141  -0.20
N2 -0.180 1.023 1.921  0.02
C8 0.081 0.202 3.045  -0.38
O2 -0.383 0.412 4.136  0.16
C9 0.903 -1.002 2.746  -0.20
C10 1.353 -1.797 3.783  0.04
C11 2.119 -2.911 3.470  0.00
C12 2.384 -3.178 2.139  0.00
C13 1.882 -2.325 1.166  -0.10
N3 1.157 -1.250 1.459  0.01
C14 -2.162 1.162 -2.224  -0.19
C15 -3.151 0.496 -3.079  0.03
C16 -2.789 -0.421 -3.989  0.03
C17 -1.345 -0.699 -4.301  -0.13
C18 -0.493 -0.032 -3.213  -0.26
N4 -0.904 0.973 -2.299  0.09
H1 -3.006 4.244 0.429  0.13
H2 -2.829 5.531 2.515  0.13
H3 -1.377 4.718 4.364  0.14
H4 -0.072 2.662 4.109  0.13
H5 1.100 -1.537 4.801  0.14
H6 2.493 -3.559 4.251  0.13
H7 2.965 -4.040 1.841  0.12
H8 2.042 -2.531 0.119  0.09
H9 -4.190 0.749 -2.921  0.13
H10 -3.557 -0.911 -4.576  0.13
H11 -1.128 -0.442 -5.340  0.16
H12 0.509 0.188 -3.570  0.16
O3 2.670 0.059 -0.775  -0.13
C19 3.033 -0.935 -1.728  -0.15
C20 1.754 -1.512 -2.280  -0.25
C21 1.769 -2.132 -3.611  0.02
C22 0.655 -2.378 -4.315  0.03
C23 -0.712 -2.064 -3.784  -0.13
C24 -0.522 -1.344 -2.437  -0.25
N5 0.667 -1.311 -1.624  0.02
H13 3.451 0.509 -0.431  0.12
H14 3.672 -1.706 -1.285  0.14
H15 3.575 -0.488 -2.567  0.15
H16 2.739 -2.385 -4.020  0.13
H17 0.738 -2.862 -5.281  0.14
H18 -1.356 -2.944 -3.812  0.16
H19 -1.407 -1.423 -1.807  0.16

Forces on atoms 1 to 3 (eV/Å):
-0.68 -0.16 0.07
-0.05 -0.07 -0.04
0.02 0.03 0.12

As for the spin multiplicity: 6. The molar mass is 617.67 g/mol. The HOMO-LUMO gap (alpha / beta) comes out at 0.2869 / 0.2004 Ha. As for the net charge: +2. The HOMO energy (alpha / beta) is -14.1 / -14.8 eV. The calculated total energy is -41607.49552 eV.

Record 4
Formula: C3H4Cl2OS
Source: the OMol25 dataset
Level of theory: ωB97M-V with the def2-TZVPD basis set

Each line ends with the Löwdin charge.
Positions of all 11 atoms, in Å:
C1 -0.826 0.209 1.413  -0.03
O1 -1.142 -0.549 0.209  -0.15
C2 -0.300 -0.737 -0.778  -0.96
S1 -0.679 -1.903 -1.853  0.74
C3 0.920 0.195 -0.877  -1.11
Cl1 0.589 1.525 -1.988  0.61
Cl2 2.443 -0.607 -1.358  0.58
H1 -0.746 1.295 1.088  0.12
H2 -1.493 -0.081 2.152  0.07
H3 0.161 0.009 1.908  0.11
H4 1.074 0.645 0.085  0.02

Forces on atoms 1 to 3 (eV/Å):
2.80 1.66 -1.89
-0.05 0.40 1.96
0.32 -0.95 -1.43

The molar mass is 159.04 g/mol. The HOMO-LUMO gap comes out at 0.3209 Ha. As for the net charge: 0. The HOMO energy is -9.0 eV. The calculated total energy is -41102.00743 eV. As for the SMILES: COC(=S)C(Cl)Cl. The energy relative to the best compared isomer or geometry (same formula, charge and spin) comes out at 68.3 kJ/mol.

Record 5
Formula: C4H7Cl
Source: the OMol25 dataset
Level of theory: ωB97M-V with the def2-TZVPD basis set

Each line ends with the Löwdin charge.
Positions of all 12 atoms, in Å:
C1 -1.903 -1.074 -0.022  -0.02
C2 -1.757 0.248 -0.127  -0.17
C3 -0.553 1.072 0.450  -0.27
C4 0.700 0.862 -0.360  -0.68
Cl1 1.585 -0.561 0.045  0.58
H1 -2.737 -1.523 -0.420  0.01
H2 -1.393 -1.891 0.583  0.09
H3 -2.515 0.845 -0.681  0.10
H4 -0.330 0.873 1.488  0.10
H5 -0.853 2.125 0.284  0.11
H6 1.396 1.712 -0.201  0.07
H7 0.564 0.740 -1.460  0.08

Forces on atoms 1 to 3 (eV/Å):
1.16 -0.22 1.69
1.07 0.06 0.79
-1.77 -0.11 -1.68

The molar mass is 90.55 g/mol. The HOMO-LUMO gap comes out at 0.4048 Ha. As for the net charge: 0. The HOMO energy is -9.9 eV. The calculated total energy is -16782.79732 eV. As for the SMILES: C=CCCCl. The energy relative to the best compared isomer or geometry (same formula, charge and spin) comes out at 55.4 kJ/mol.